{
  "formula": "C36H70BeF3O28",
  "method": "the ωB97M-V functional and the def2-TZVPD basis",
  "species": ["Be", "C", "O", "O", "C", "F", "F", "F", "C", "C", "H", "H", "H", "H", "H", "H", "C", "C", "C", "O", "C", "H", "H", "H", "H", "H", "H", "H", "H", "C", "C", "C", "O", "C", "H", "H", "H", "H", "H", "H", "H", "H", "C", "O", "C", "O", "O", "C", "H", "H", "H", "H", "H", "H", "C", "O", "C", "O", "O", "C", "H", "H", "H", "H", "H", "H", "C", "O", "C", "O", "O", "C", "H", "H", "H", "H", "H", "H", "C", "O", "C", "O", "O", "C", "H", "H", "H", "H", "H", "H", "C", "O", "C", "O", "O", "C", "H", "H", "H", "H", "H", "H", "C", "O", "C", "O", "O", "C", "H", "H", "H", "H", "H", "H", "C", "O", "C", "O", "O", "C", "H", "H", "H", "H", "H", "H", "C", "O", "C", "O", "O", "C", "H", "H", "H", "H", "H", "H"],
  "positions_angstrom": [[0.7778, -1.4837, -1.1237], [1.3581, -0.1235, 1.8929], [0.0228, -0.2528, 1.5460], [2.0862, -0.6963, 0.8509], [1.6857, 1.3479, 2.3725], [0.5745, 2.0921, 2.5027], [2.2538, 1.3941, 3.5958], [2.4947, 2.0373, 1.6165], [-0.9570, -0.2974, 2.6172], [-2.2886, -0.2803, 2.1021], [-2.4688, 0.5085, 1.3718], [-2.5658, -1.2253, 1.6348], [-3.0519, -0.1179, 2.8631], [-0.8668, 0.4436, 3.4114], [-0.8307, -1.3002, 3.0254], [1.5301, -0.7447, 2.7718], [-4.7134, -2.7723, 3.8615], [-4.5633, -4.1255, 3.1175], [-5.9538, -4.2931, 2.4038], [-6.1850, -2.9669, 2.0436], [-5.8042, -2.0489, 3.0452], [-3.7746, -2.2321, 3.7394], [-4.7417, -2.8711, 4.9467], [-4.3411, -4.9179, 3.8322], [-3.7376, -4.0893, 2.4069], [-6.7849, -4.7195, 2.9655], [-6.0337, -4.7832, 1.4335], [-6.6910, -1.8084, 3.6316], [-5.4324, -1.1438, 2.5650], [4.0305, 4.7179, -1.8342], [3.6797, 4.7326, -3.3195], [2.3453, 5.4310, -3.2021], [1.6878, 4.7909, -2.1046], [2.6726, 4.4607, -1.1489], [4.3185, 5.7252, -1.5334], [4.8261, 3.9804, -1.7286], [3.5716, 3.6838, -3.5962], [4.3988, 5.3072, -3.9032], [1.6799, 5.3773, -4.0638], [2.3871, 6.4960, -2.9738], [2.6951, 3.4178, -0.8327], [2.5546, 5.0380, -0.2319], [-1.6099, 2.5123, 0.0755], [-1.1846, 2.9369, -1.2084], [-0.6901, 2.0368, -2.0460], [-0.2798, 0.8622, -1.7769], [-0.6377, 2.6319, -3.3077], [0.3357, 2.1080, -4.1955], [-2.5946, 2.0514, 0.1524], [-1.6751, 3.4170, 0.6799], [-0.8778, 1.8044, 0.4642], [-0.1767, 1.2934, -4.7073], [1.3124, 1.9570, -3.7358], [0.4944, 2.9114, -4.9149], [4.9086, -3.2676, 0.5980], [5.0875, -3.6241, -0.7479], [4.1342, -3.2971, -1.6285], [3.0904, -2.6538, -1.5251], [4.5912, -3.7586, -2.8036], [4.0330, -3.3823, -4.1108], [4.5850, -2.2310, 0.6912], [5.8123, -3.5543, 1.1358], [4.1742, -3.9013, 1.0953], [4.5069, -4.0210, -4.8562], [4.4309, -2.3746, -4.2299], [2.9506, -3.2566, -4.1367], [2.7489, -0.1178, -5.4555], [3.6703, 0.3994, -4.5035], [3.4182, 0.3738, -3.1500], [2.3695, -0.0434, -2.6172], [4.5155, 0.8884, -2.4754], [4.5440, 0.7240, -1.1234], [2.9740, 0.3436, -6.4169], [1.7332, 0.1147, -5.1357], [2.8395, -1.2039, -5.4765], [3.8865, 1.4444, -0.6368], [5.5942, 0.8402, -0.8555], [4.3279, -0.3057, -0.8386], [-2.0018, 3.0385, 3.9557], [-3.2665, 3.6739, 3.8805], [-4.2041, 3.3763, 2.8824], [-4.1587, 2.4379, 2.0180], [-5.3309, 4.0592, 3.1643], [-6.3314, 4.1141, 2.1226], [-1.3842, 3.4649, 3.1653], [-1.9800, 1.9509, 3.8859], [-1.5743, 3.1106, 4.9558], [-6.6704, 3.1803, 1.6740], [-5.8519, 4.6498, 1.3034], [-7.2643, 4.6002, 2.4083], [-3.3128, -3.8181, -0.2385], [-3.5900, -3.2855, -1.5524], [-2.8971, -2.1969, -1.9121], [-1.9458, -1.6977, -1.3344], [-3.4622, -1.8187, -3.1111], [-2.9405, -0.7374, -3.8885], [-2.3925, -4.3715, -0.0514], [-4.1922, -4.4411, -0.0752], [-3.3322, -2.9310, 0.3945], [-3.3527, 0.1942, -3.5009], [-3.3631, -0.8139, -4.8903], [-1.8627, -0.7091, -3.7279], [8.6223, -0.4635, 1.0294], [7.2484, -0.2814, 1.5163], [7.0430, 0.5078, 2.5894], [7.8547, 1.2614, 3.1228], [5.7828, 0.2808, 3.1212], [5.3420, 0.9152, 4.3599], [8.7607, -1.2096, 0.2469], [9.2929, -0.8491, 1.7973], [9.0484, 0.5075, 0.7770], [5.4260, 1.9950, 4.2371], [5.8966, 0.4697, 5.1858], [4.2860, 0.7279, 4.5545], [-0.2058, -6.1105, -1.1000], [0.3008, -6.0162, 0.2171], [0.5786, -4.8165, 0.8162], [0.2576, -3.6612, 0.4253], [1.2192, -5.1204, 2.0207], [1.2905, -4.0926, 3.0456], [0.3471, -5.4945, -1.8092], [-1.2371, -5.7583, -1.0788], [-0.3976, -7.1156, -1.4755], [1.6928, -3.1238, 2.7496], [2.0003, -4.4509, 3.7912], [0.3494, -3.8630, 3.5453], [-4.9775, 0.0857, -0.5594], [-5.5365, 1.3431, -0.3873], [-5.1259, 2.3499, -1.1968], [-4.1731, 2.3202, -1.9179], [-5.9240, 3.4152, -0.9184], [-5.8100, 4.6100, -1.6674], [-5.2554, -0.4414, -1.4721], [-5.2374, -0.5384, 0.2956], [-3.9166, 0.3259, -0.6289], [-4.8408, 5.0843, -1.5125], [-6.5473, 5.3508, -1.3580], [-5.9806, 4.4804, -2.7361]],
  "atomic_forces_ev_per_a": [[1.0032, 0.8867, 1.4536], [1.4282, -2.3378, -1.5837], [-2.2005, 1.2197, 0.3286], [-0.9359, 1.3894, 0.3014], [-0.3124, -0.3820, -0.0078], [-0.7312, 0.3231, -0.0636], [0.1161, -0.6796, 0.6462], [0.9507, 0.4774, -1.4520], [2.5518, -1.2856, 0.4650], [-3.0881, 0.2283, -1.6898], [0.1055, -0.1137, 0.0832], [0.1461, -0.0496, -0.2715], [0.1553, 0.0758, 0.3402], [0.7240, 0.0874, -0.2034], [0.3571, -0.0526, 0.8057], [0.0808, 0.0120, 0.8664], [1.2946, 0.0279, -0.8029], [-0.9149, -0.9378, 0.6158], [1.1133, 0.5594, -0.2545], [-0.8936, 1.3451, -1.0305], [-0.2162, -0.5438, 0.8321], [0.0920, 0.1163, -0.1706], [-1.0168, -0.0762, -0.0811], [-0.0205, -0.1461, -0.0815], [-0.2596, 0.0076, -0.1468], [0.1609, 0.0532, 0.8072], [0.7620, -0.5703, 0.1071], [0.0062, 0.2098, 0.2610], [-0.0435, -0.0217, -0.0074], [0.1610, 0.5702, -0.1952], [-0.4136, 0.8045, 0.8482], [-1.1594, -0.2006, -0.3426], [-0.2335, -0.3634, -0.1684], [1.3695, -0.6013, 0.2374], [0.6552, -0.1011, -0.0408], [-0.0903, 0.1212, 0.8556], [-0.0476, 0.1530, -0.6718], [0.0281, -0.3809, -0.1826], [-0.0200, -0.3694, -0.0768], [0.6597, 0.2598, 0.0039], [-0.8875, -0.2996, -0.2333], [-0.0468, 0.2522, -0.0447], [0.4779, -0.3074, 0.9652], [-0.3928, -0.4798, -1.1827], [1.4649, -2.4468, -0.4209], [-1.6178, 4.2586, -1.0469], [0.0290, -0.5166, 2.7885], [-0.5685, 0.7292, -0.5447], [-0.0026, 0.0846, -0.8361], [0.2771, -0.0442, -0.0460], [-0.0322, 0.1408, 0.1962], [0.8663, -0.5092, -0.0255], [-0.3933, -0.6579, 0.1937], [-0.1385, -0.0002, -0.1686], [-0.6075, -0.1662, 1.3301], [-0.7060, -0.0736, -0.8379], [-0.9047, 1.0118, -1.4805], [1.8244, -1.2224, 0.6873], [-0.1391, -0.8760, -0.7222], [0.8008, 1.4082, 1.6044], [0.2724, 0.0198, 0.2170], [0.3100, 0.6753, -0.3613], [-0.5407, 0.0063, -0.3383], [-0.4540, -0.1954, 0.3122], [-0.0045, 0.1321, -0.4861], [-0.0002, -0.7230, 0.1598], [-0.7181, -0.2011, 0.8594], [0.8913, 0.6538, 1.9003], [-1.4366, -0.7023, 0.9655], [3.1620, 1.1863, -1.7325], [-1.9188, -0.6947, -4.7679], [0.4566, -0.6864, 2.3799], [0.0996, -0.1153, 0.2064], [-0.0135, 0.0030, -0.1744], [0.0579, 0.0328, -0.2827], [0.0700, -0.2884, 0.3303], [-0.0735, 0.5120, 0.2314], [-0.6512, 0.1430, 0.1481], [0.5792, -0.7688, -0.6383], [-2.3666, -0.1021, -1.3367], [0.0462, -3.9182, -0.4660], [0.6322, 4.0877, 3.1283], [0.4930, -0.0886, -0.0698], [0.3025, -0.0037, -1.2992], [0.3522, -0.1630, 0.3726], [-0.8323, -0.0297, -0.7718], [-0.2346, 1.1386, -0.0253], [0.6701, -0.5192, 0.5275], [-0.3547, 0.1886, -0.0386], [0.6180, 0.3751, 0.8041], [-1.0698, 0.9762, 0.1292], [0.9033, -0.1387, -0.0664], [0.5028, 0.4735, -1.2545], [-1.5565, -0.5221, -0.7822], [0.1239, -0.7735, 1.1488], [-0.1351, 0.5922, 1.3138], [0.1184, 0.2254, -0.7101], [0.2378, -0.0103, 0.3295], [0.0413, -0.3862, 0.5243], [0.1029, 0.1765, 0.2367], [0.6282, -0.5105, -0.0220], [0.0781, 0.0635, -0.7096], [0.5354, 0.8273, 1.1990], [0.1175, -0.4119, -0.0931], [0.2738, 0.8452, 2.6383], [-1.1994, -1.3217, -1.4088], [0.6104, -0.4506, -1.3463], [0.6847, 0.1346, -0.6348], [-1.2077, 0.3463, -0.2913], [-0.4080, 0.0987, 0.6135], [-0.2227, -0.0785, -0.3678], [0.4412, -0.0674, 0.4085], [0.2759, 0.5009, -0.0136], [0.1258, -0.4680, -0.7385], [-1.5514, 1.3516, -0.5469], [1.2190, 0.4899, 1.2366], [-0.8108, 2.2142, 0.1018], [1.1050, -4.3224, 1.2059], [-1.1760, 0.9380, -1.5969], [0.5226, 0.4423, 0.1337], [0.1346, -0.1713, 0.0810], [-0.0220, 0.5761, -0.1197], [1.1466, -0.3537, 0.6681], [-0.0232, -0.1457, -0.8931], [-0.1987, -0.4143, -0.1270], [-0.3068, -0.5187, -0.3131], [1.7275, -0.3977, -0.2696], [-1.9492, 1.9705, -0.5917], [-0.3597, -0.0464, 1.4430], [-0.1646, 0.1122, -0.5654], [-0.2844, -0.8219, -0.0521], [0.6392, 0.7015, -0.5734], [-0.3727, 0.2566, -0.1648], [0.1163, 0.2442, 0.0153], [0.4163, -1.0501, 0.1728], [0.1841, -0.2122, -0.1144], [-0.2342, -0.5157, 0.5092], [0.1999, -0.4021, -0.0047]],
  "homo_lumo_gap_ha": [0.24153, 0.27140],
  "lumo_ev": [0.52, -0.28],
  "max_force_ev_per_a": 5.2,
  "multiplicity": 2,
  "e_homo_ev": [-6.05, -7.67],
  "energy_ev": -104342.25600,
  "charge": 0
}